14
Properties=species:S:1:pos:R:3:forces:R:3 method="wB97M-V/def2-TZVPD" total_energy_ha=-729.8708 homo_ev=-7.4 gap_ev=7.02
C 0.7829 -2.1187 1.2993 -1.541 1.492 0.249
C -0.0667 -1.0522 1.1624 0.019 -1.267 -2.560
C 1.5542 1.1297 -0.7946 0.038 0.021 -0.365
C -0.3494 -0.2281 -0.0484 2.201 0.077 -0.410
C -1.5700 1.3100 -1.2872 -0.584 -1.834 -0.500
O -1.5243 0.1678 -0.3914 0.983 -0.856 2.077
Cl 2.2138 1.7224 0.7296 -0.199 -0.246 0.073
H 0.9043 -2.4135 2.3332 0.116 -0.438 -0.090
H 1.2387 -2.7485 0.5254 -0.079 0.839 0.157
H -0.6624 -0.6856 1.9521 -0.149 0.307 1.489
H 2.3829 0.4224 -1.1124 -1.030 -0.113 0.424
H -2.4348 1.0449 -1.8603 -0.281 0.204 -0.945
H -0.6287 1.3044 -1.8039 0.224 0.679 -0.262
H -1.8405 2.1450 -0.7038 0.282 1.136 0.662